No. 1
# C29H38N2OP2PbSi

C29H38N2OP2PbSi as an isolated structure in a non-equilibrium geometry (wB97M-V/def2-TZVPD, the Open Molecules 2025 dataset).

The geometry in ORCA input format:
```
! wB97M-V def2-TZVPD RIJCOSX def2/J DEFGRID3
* xyz 2 1
Pb 0.12 -0.70 1.28
P -0.92 1.66 2.71
P 2.88 0.30 1.52
Si 0.38 -3.34 -0.73
O -0.24 -2.14 4.81
N -0.80 -2.08 -0.35
N 0.58 2.38 -0.44
C -3.48 2.78 -1.28
C -0.12 -1.53 3.86
C -2.98 3.15 -0.02
C -2.36 -2.18 -2.21
C -4.27 -0.82 -0.66
C 1.94 0.89 -3.52
C -3.01 -1.07 -0.12
C 3.73 1.27 -1.93
C 1.33 -3.77 0.83
C 3.30 0.93 -3.22
C -3.64 -1.97 -2.70
C 4.16 -0.85 0.90
C -0.46 0.96 -2.65
C 1.54 -2.61 -1.99
C 3.21 1.82 0.51
C 1.01 1.25 -2.54
C -1.10 3.21 1.69
C -2.66 2.12 -2.19
C -4.59 -1.31 -1.93
C -1.64 2.95 0.31
C -0.76 2.44 -0.69
C -2.04 -1.79 -0.88
C 3.56 0.78 3.15
C -2.62 1.44 3.33
C 2.81 1.64 -0.94
C -1.32 1.91 -1.87
C -0.53 -4.85 -1.30
C 1.44 1.80 -1.31
C -0.08 2.32 4.19
H 2.61 2.62 0.95
H -3.90 -2.34 -3.70
H 0.15 -5.71 -1.26
H -2.75 -0.75 0.89
H 1.58 0.57 -4.50
H 1.89 -4.70 0.62
H -3.63 3.62 0.72
H -1.77 3.89 2.24
H 1.96 -1.65 -1.67
H -3.32 1.31 2.49
H -0.75 2.99 4.73
H 2.36 -3.31 -2.16
H 4.03 0.68 -3.98
H -0.90 -4.76 -2.33
H 3.31 0.00 3.87
H 0.83 2.85 3.89
H -4.98 -0.25 -0.07
H -0.09 3.64 1.61
H -2.92 2.33 3.91
H -0.61 -0.07 -2.16
H -4.52 2.99 -1.53
H 2.07 -3.02 1.13
H -1.59 -2.67 -2.82
H 3.11 1.73 3.48
H 4.29 2.05 0.59
H 3.91 -1.21 -0.10
H 0.66 -3.98 1.67
H -0.76 0.94 -3.71
H 5.14 -0.34 0.87
H 4.65 0.89 3.08
H 4.23 -1.71 1.58
H -1.39 -5.07 -0.65
H -3.05 1.77 -3.15
H -2.65 0.55 3.97
H 0.20 1.48 4.84
H -5.60 -1.15 -2.32
H 1.02 -2.44 -2.95
H 4.79 1.24 -1.67
*
```

Properties
strongest force on any atom	0.07081	Eh/bohr
highest occupied orbital energy (alpha / beta)	-11.980 / -12.478	eV
E_LUMO (alpha / beta)	-8.9 / -8.5	eV
energy above the lowest of the compared OMol25 structures with the same formula, charge and spin	0.00	kcal/mol
electronic energy	-2477.13280	a.u.
HOMO-LUMO gap (alpha / beta)	3.11 / 4.01	eV

Atom charges from the Mulliken analysis, given in e for atoms 1 to 6:
1. Pb 1.17
2. P 0.68
3. P 0.84
4. Si -0.25
5. O -0.15
6. N -0.25

No. 2
# C4H10FNO

A 2-piece molecular cluster, C4H10FNO overall in a non-equilibrium geometry (wB97M-V/def2-TZVPD, the Open Molecules 2025 dataset).

The geometry in ORCA input format:
```
! wB97M-V def2-TZVPD RIJCOSX def2/J DEFGRID3
* xyz 0 1
F 1.44 1.36 0.81
O -0.63 -1.42 0.26
N -2.36 0.97 0.64
C 0.57 -0.80 0.54
C 0.63 0.62 -0.04
C 0.34 1.02 -1.35
C 1.83 -1.50 -0.03
H 2.74 -0.99 -0.19
H -2.85 1.53 -0.19
H -1.64 1.52 1.01
H 1.52 -1.65 -1.04
H -3.13 0.80 1.31
H 0.55 1.93 -1.76
H -1.49 -0.74 0.02
H 2.03 -2.43 0.56
H 0.72 -0.70 1.66
H -0.27 0.48 -2.18
*
```

Properties
SMILES	C=C(F)[C@H](C)O.N
strongest force on any atom	0.09830	Eh/bohr
highest occupied orbital energy	-9.238	eV
E_LUMO	0.7	eV
energy above the lowest of the compared OMol25 structures with the same formula, charge and spin	56.67	kcal/mol
electronic energy	-388.18023	a.u.
HOMO-LUMO gap	9.99	eV

Atom charges from the Mulliken analysis, given in e for atoms 1 to 6:
1. F -0.29
2. O -0.59
3. N -0.72
4. C 0.43
5. C 0.23
6. C -0.83

Q: What is the formula in the second record?
A: C4H10FNO